[1]
{"formula": "C16H20IN3Se4Zr", "method": "ωB97M-V/def2-TZVPD", "e_tot_ev": -292157.604, "gap_ev": 7.1, "e_above_lowest_kcal_mol": 10.6, "mol_weight_g_mol": 788.32, "largest_force_ev_per_a": 2.728, "symbols": ["C", "C", "H", "N", "H", "C", "C", "H", "H", "Zr", "Se", "I", "H", "H", "Se", "H", "C", "H", "C", "H", "H", "H", "N", "Se", "C", "C", "H", "H", "C", "H", "C", "C", "Se", "H", "C", "C", "H", "H", "C", "H", "N", "C", "H", "H", "C"], "xyz": [[7.9139, 6.4343, 12.9805], [6.1491, 9.1320, 9.0769], [9.6285, 5.6397, 11.9331], [6.9397, 8.0154, 9.2727], [6.6265, 9.4629, 5.6233], [5.3742, 9.2020, 7.8780], [5.2658, 11.3346, 9.6432], [5.9742, 7.2790, 13.6250], [5.3225, 12.1351, 10.3041], [7.2343, 6.6272, 7.7822], [8.6502, 4.7475, 6.1096], [5.8893, 4.6720, 9.3376], [3.3916, 8.0048, 6.5271], [6.1051, 7.9955, 4.8354], [9.1066, 8.2483, 6.3103], [8.2420, 6.1125, 13.9624], [4.2193, 7.3527, 6.8025], [4.8298, 9.3106, 5.1961], [6.6961, 7.0931, 12.8023], [9.5942, 8.4675, 9.2634], [4.0119, 7.0183, 7.8260], [6.7163, 10.3183, 10.8293], [5.4809, 8.0811, 6.8589], [6.4531, 5.2649, 5.5828], [7.2383, 7.5384, 10.5475], [5.7737, 8.7508, 5.5489], [10.8304, 7.4315, 10.1808], [3.8362, 10.2322, 6.8113], [10.1526, 7.4910, 9.3610], [8.8662, 4.3785, 9.5439], [8.6965, 6.1811, 11.8639], [9.7002, 5.0637, 9.4476], [9.8221, 6.4782, 5.0255], [10.1131, 4.8883, 8.4518], [8.3394, 6.7032, 10.6653], [4.3781, 11.2850, 8.5834], [10.4499, 4.8712, 10.2211], [3.8230, 12.1389, 8.3170], [6.3556, 7.6265, 11.6222], [10.6891, 7.3877, 8.4280], [9.1087, 6.4285, 9.4458], [4.4515, 10.2002, 7.6846], [5.4400, 8.2277, 11.6587], [4.3371, 6.4732, 6.1390], [6.0985, 10.2381, 9.9056]]}

[2]
{"formula": "C5H9O3", "method": "ωB97M-V/def2-TZVPD", "e_tot_ev": -11472.940, "gap_ev": 7.7, "e_above_lowest_kcal_mol": 53.0, "mol_weight_g_mol": 117.12, "charge": -1, "largest_force_ev_per_a": 10.069, "symbols": ["C", "H", "H", "O", "H", "H", "H", "H", "H", "O", "C", "O", "H", "H", "C", "C", "C"], "xyz": [[0.2826, 0.5880, 1.1966], [0.3867, -0.5201, 1.2119], [0.4233, -3.5541, -1.6300], [-0.4607, -3.4732, -1.0230], [0.0449, 1.4089, 3.8625], [-1.6826, 1.3597, 4.0003], [1.3072, 0.8079, 1.5074], [-0.9490, 1.4781, -0.2165], [0.5864, 2.2461, -0.0538], [1.2181, 0.8475, -2.3617], [-0.9109, 1.3193, 3.3537], [0.2585, -0.8910, -1.4903], [-0.5506, -2.6283, -1.1166], [-2.0015, 0.8271, 1.6712], [0.0917, 1.2734, -0.1636], [-0.9062, 0.9105, 2.0412], [0.4941, 0.3604, -1.4673]]}

[3]
{"formula": "C17H17CrN", "method": "ωB97M-V/def2-TZVPD", "e_tot_ev": -47809.586, "gap_ev": [2.4, 5.7], "e_above_lowest_kcal_mol": 0.0, "multiplicity": 5, "mol_weight_g_mol": 287.33, "charge": -2, "largest_force_ev_per_a": 2.638, "s_squared": 6.08, "symbols": ["H", "C", "C", "C", "C", "C", "H", "H", "C", "C", "H", "H", "H", "H", "C", "C", "H", "Cr", "H", "C", "C", "H", "C", "H", "H", "C", "N", "C", "H", "H", "C", "H", "C", "H", "H", "C"], "xyz": [[0.7695, 2.1271, -1.3373], [3.7779, 0.0874, 1.9729], [3.3254, 0.6620, 0.7799], [0.5922, -1.1725, 3.4917], [-2.6990, 0.7161, -2.6517], [-0.3426, -0.2464, 1.0412], [0.2191, -1.9425, -2.0224], [4.8424, 0.1433, 2.2105], [0.3675, 1.5934, -2.2031], [-2.6328, -0.6998, -2.3239], [-2.5244, -1.5068, -3.0477], [0.7362, 0.1767, -3.8248], [-0.2304, 2.2792, -2.8745], [1.6353, 1.0015, -0.4698], [-0.7614, -1.2996, 3.1776], [-1.2286, -0.8001, 1.9154], [-2.8478, -1.7455, -0.2910], [-0.7838, 0.1143, -0.8489], [-1.4703, -1.8056, 3.8499], [-2.8988, 0.5458, -0.3443], [-2.8499, 1.4717, -1.4452], [3.2112, -0.7868, 3.8590], [1.9734, 0.5536, 0.4729], [-2.9057, 2.5631, -1.3693], [-2.6051, 1.1344, -3.6799], [-2.7880, -0.8202, -0.8768], [0.2831, -0.9736, -1.8195], [2.9046, -0.4816, 2.8800], [1.8702, -0.0748, -2.3499], [4.0048, 1.1629, 0.1037], [1.0655, -0.1049, 1.3114], [-2.2934, -0.8576, 1.6795], [0.9061, 0.2555, -2.6979], [-3.1320, 0.8114, 0.6773], [0.9678, -1.4560, 4.4810], [1.5417, -0.6253, 2.5738]]}

[4]
{"formula": "C8H9NSi", "method": "ωB97M-V/def2-TZVPD", "e_tot_ev": -17808.725, "gap_ev": 8.7, "e_above_lowest_kcal_mol": 0.0, "mol_weight_g_mol": 147.25, "smiles": "[SiH3]N=C=Cc1ccccc1", "largest_force_ev_per_a": 1.205, "symbols": ["C", "H", "H", "C", "H", "C", "H", "C", "H", "H", "N", "C", "C", "H", "H", "C", "Si", "C", "H"], "xyz": [[1.8465, 1.2594, 0.1000], [1.7980, 2.3337, 0.2024], [-0.1557, -1.4204, -0.3872], [-1.7418, 0.6621, -0.4624], [-5.1921, 0.5108, -0.0988], [0.6703, 0.5355, -0.0963], [4.0905, -1.2670, 0.0504], [-0.6077, 1.2233, -0.1697], [-4.3121, -1.7640, -0.1157], [-0.5908, 2.2995, -0.0801], [-2.8026, 0.1546, -0.7169], [1.9734, -1.4910, -0.1812], [3.0659, 0.6135, 0.1559], [-3.8265, -0.2797, 1.7229], [2.0221, -2.5643, -0.2937], [0.7508, -0.8516, -0.2326], [-4.0965, -0.3772, 0.2866], [3.1375, -0.7628, 0.0127], [3.9708, 1.1857, 0.3040]]}

[5]
{"formula": "C5H12N4O", "method": "ωB97M-V/def2-TZVPD", "e_tot_ev": -13364.743, "gap_ev": 8.2, "e_above_lowest_kcal_mol": 148.3, "mol_weight_g_mol": 144.18, "charge": 2, "smiles": "CN[NH2+][C@]1(N)C(=C=[NH2+])[C@H]1O", "largest_force_ev_per_a": 3.668, "symbols": ["N", "H", "C", "N", "H", "H", "H", "O", "H", "H", "C", "H", "C", "N", "H", "N", "H", "C", "H", "H", "H", "C"], "xyz": [[-0.4523, 0.1550, 1.2556], [-0.4583, 1.0618, 1.8674], [-0.3410, 0.3132, -0.0953], [2.0488, -0.5660, 0.3260], [-0.2380, -0.6996, 1.7494], [2.8931, 1.2815, 1.1720], [-2.3265, 2.8793, -0.4750], [-1.6354, 2.3595, -0.0786], [1.6656, 1.1375, -0.7825], [-3.3003, -2.9318, -1.6848], [2.9211, 0.1647, 1.2125], [3.9609, -0.2474, 0.9970], [-2.1623, -1.2685, -1.1068], [-3.0999, -2.1459, -1.0597], [-0.5780, 1.6301, -1.8695], [1.2880, 0.0665, -0.6401], [2.6805, -0.0574, 2.2332], [-0.9331, 1.4849, -0.7332], [1.2244, -0.3501, -1.5859], [-3.6937, -2.3250, -0.1860], [1.9042, -1.5927, 0.3429], [-1.3680, -0.3494, -0.8587]]}

[6]
{"formula": "C37H39BF3NO2", "method": "ωB97M-V/def2-TZVPD", "e_tot_ev": -53415.477, "gap_ev": 4.3, "e_above_lowest_kcal_mol": 0.0, "mol_weight_g_mol": 597.53, "largest_force_ev_per_a": 2.093, "symbols": ["C", "H", "H", "C", "C", "H", "H", "C", "O", "C", "C", "H", "H", "C", "C", "C", "C", "C", "F", "C", "H", "H", "H", "H", "C", "H", "C", "H", "H", "H", "H", "C", "C", "C", "C", "C", "C", "B", "H", "C", "H", "H", "H", "C", "C", "C", "C", "H", "F", "H", "H", "N", "H", "H", "C", "H", "C", "H", "H", "H", "C", "H", "C", "C", "H", "H", "C", "C", "O", "H", "H", "C", "H", "C", "C", "H", "H", "H", "C", "F", "C", "H", "H"], "xyz": [[-4.7009, -2.4391, 1.8041], [-3.9472, -3.3665, -1.4141], [3.5013, -2.0098, -2.9960], [-0.0239, -4.9688, 0.5896], [-1.4237, 3.8094, -0.3467], [-1.2215, 1.9962, -3.1249], [-0.6974, -1.0302, 5.1053], [-0.1810, 0.1358, 1.2530], [1.2183, 2.7483, 0.0974], [-0.4525, 4.4480, 0.6927], [1.9405, 3.3137, -6.2885], [2.0319, -6.2443, -1.8152], [-1.2054, 0.5293, 1.1583], [-1.5639, -2.3135, 3.6037], [0.2757, -0.4254, -0.0536], [-0.8330, 3.9440, 2.0698], [1.9673, -1.1061, -1.7769], [0.7007, -3.7925, 0.9384], [0.8996, 3.3511, -7.1714], [2.7423, 0.0394, 0.2170], [0.4226, 0.9409, 1.7185], [-0.1809, 4.4017, 2.8233], [-1.1797, -2.6483, 5.6800], [-0.2375, -0.6531, 2.0173], [-1.1076, -2.7579, 2.3234], [-1.3843, 4.3397, -1.3100], [2.4711, -4.5068, -0.5852], [-0.5558, 2.5633, -5.4474], [-3.3736, -0.6753, 4.9726], [-0.3059, 6.2904, -0.4106], [0.0650, 6.4452, 1.3209], [1.6382, -0.5043, -0.5172], [0.2057, -2.7884, 1.8241], [-3.7171, -1.6777, 4.6692], [-3.7875, -3.1193, -0.3624], [2.1225, 2.5248, -2.6281], [-0.7704, -2.0927, 4.8218], [0.2890, 2.4401, -0.8850], [-4.7602, -1.6143, 4.3389], [2.4958, 2.8380, -3.9222], [2.5416, 0.7654, 1.0162], [5.3595, -1.2992, -1.5098], [-1.6270, 6.2612, 0.7823], [0.1918, 2.5445, -4.6615], [1.6814, -5.5856, -1.0166], [1.5157, 2.8780, -4.9093], [-4.8788, -2.7527, 0.4411], [0.2431, -2.4619, 4.6226], [2.8846, 2.4698, -6.8149], [-1.6275, -3.4418, -0.4505], [4.8778, 0.0979, 0.4973], [-2.9128, -2.1830, 3.5710], [-5.8731, -2.7062, 0.0050], [2.6449, -2.8613, 0.7980], [0.4511, -5.8358, -0.3845], [-0.7404, 2.8503, 2.1280], [3.2791, -1.4144, -2.1048], [-2.4515, 3.8172, 0.0372], [3.4452, -4.3314, -1.0461], [2.8679, 2.4800, -1.8318], [1.0504, 4.1339, 0.4336], [1.1674, -1.3441, -2.4878], [-3.4118, -2.5443, 2.3125], [4.0548, -0.2523, -0.1353], [-0.1420, -6.7057, -0.6698], [3.5297, 3.0903, -4.1454], [2.0133, -3.6685, 0.4079], [-0.1843, 2.2425, -3.3598], [-1.0752, 2.4326, -0.5907], [1.6431, 4.3352, 1.3370], [-0.4943, -0.3201, -0.8491], [0.7609, 2.3358, -2.3308], [0.9634, -2.1021, 2.2390], [-2.3057, -2.9108, 1.5113], [4.3351, -1.0169, -1.2731], [-1.8716, 4.2237, 2.2835], [-0.9684, -5.1771, 1.1009], [-3.6519, -2.3416, 5.5456], [-2.4905, -3.1793, 0.1572], [2.4963, 4.5679, -6.2726], [-0.5931, 5.9534, 0.5960], [-5.5238, -2.1281, 2.4453], [1.4491, 4.7191, -0.4084]]}

[7]
{"formula": "CHBr3S", "method": "ωB97M-V/def2-TZVPD", "e_tot_ev": -222013.139, "gap_ev": [6.3, 6.3], "e_above_lowest_kcal_mol": 39.7, "mol_weight_g_mol": 284.80, "largest_force_ev_per_a": 2.563, "symbols": ["C", "Br", "Br", "S", "H", "Br"], "xyz": [[-1.4035, -0.8766, 1.0118], [0.1818, -2.6412, 2.7314], [-2.8323, -0.7095, 2.3508], [-0.5810, 0.6974, 0.9370], [-0.2869, 0.7039, -0.3423], [-1.7240, -2.1735, -0.2436]]}

[8]
{"formula": "CH4O2S", "method": "ωB97M-V/def2-TZVPD", "e_tot_ev": -16027.966, "gap_ev": [6.0, 10.1], "e_above_lowest_kcal_mol": 94.8, "mol_weight_g_mol": 80.11, "largest_force_ev_per_a": 2.929, "symbols": ["H", "C", "H", "H", "O", "O", "H", "S"], "xyz": [[0.5380, -0.7581, -0.7744], [0.6564, 0.3166, -0.8686], [-1.2290, -1.2082, 2.0222], [1.7053, 1.7512, 0.1975], [1.7154, 0.7907, -0.0694], [-1.8348, -0.3400, 0.0790], [0.1853, 1.0443, -1.4592], [-1.7367, -1.5964, 0.8729]]}

[9]
{"formula": "C4H8N2O", "method": "ωB97M-V/def2-TZVPD", "e_tot_ev": -9300.458, "gap_ev": 8.5, "e_above_lowest_kcal_mol": 136.9, "mol_weight_g_mol": 100.12, "smiles": "[H]/N=C/C/C(=N\\[H])OC", "largest_force_ev_per_a": 4.134, "symbols": ["C", "C", "H", "C", "H", "O", "N", "H", "H", "H", "H", "C", "H", "H", "N"], "xyz": [[-1.4565, 0.6920, 0.3003], [-1.1334, 0.3514, -1.1484], [-1.9277, -0.1792, -1.6743], [1.9225, 0.3278, 0.7203], [1.5607, -0.3546, 1.4981], [0.8611, 0.6989, -0.1270], [-1.6464, -0.3008, 1.0911], [2.6830, -0.2120, 0.1491], [-0.9024, -0.5080, 1.7534], [-2.0396, 1.6052, 0.4212], [2.3877, 1.2341, 1.1158], [0.0735, -0.4865, -0.9210], [0.0136, -2.4736, -0.5533], [-0.8464, 1.2526, -1.6932], [0.4503, -1.6475, -0.9321]]}

[10]
{"formula": "C20H43N2P3RhSe", "method": "ωB97M-V/def2-TZVPD", "e_tot_ev": -120608.829, "gap_ev": [7.0, 2.5], "e_above_lowest_kcal_mol": 20.6, "multiplicity": 5, "mol_weight_g_mol": 586.37, "charge": 3, "largest_force_ev_per_a": 3.000, "s_squared": 6.03, "symbols": ["H", "P", "H", "C", "H", "H", "H", "H", "H", "N", "C", "H", "H", "C", "H", "C", "H", "H", "H", "H", "H", "H", "H", "C", "C", "H", "C", "H", "C", "N", "H", "H", "H", "C", "H", "C", "C", "C", "C", "H", "H", "H", "H", "H", "H", "C", "Rh", "C", "P", "H", "Se", "C", "H", "H", "H", "H", "H", "H", "H", "H", "C", "H", "P", "C", "H", "H", "H", "C", "C", "H"], "xyz": [[-1.4901, 1.9175, 3.5549], [2.1925, -0.1869, 0.3740], [0.3979, -3.4640, -8.0270], [0.4066, -0.0284, -5.4909], [-0.5924, -3.0745, -4.3095], [1.7893, -2.3374, -0.6231], [3.0728, 2.1029, 0.3787], [-2.5079, -0.3869, -1.8881], [-0.2236, -1.2549, 0.2513], [-0.0194, -0.4855, 2.6268], [3.0575, -0.8295, 1.8446], [-1.4567, -3.2023, -7.9656], [-2.0679, -0.3897, 5.4845], [3.2076, 1.2051, -0.2331], [-1.9984, 3.2054, 2.4249], [-0.7591, -5.1141, -7.3309], [3.0029, -0.1196, 2.6802], [2.0601, -0.3483, 5.6231], [1.3894, 3.7850, 0.2644], [1.4578, -2.0213, 5.5529], [2.1085, -1.1024, -1.8683], [0.5412, 4.7001, 1.5570], [2.6294, 2.3896, 2.4583], [-0.5959, -3.8564, -7.7768], [-2.8355, -0.7331, -0.9007], [-0.0867, -1.9213, -6.4320], [0.0950, 0.0439, -3.0777], [2.9244, 1.4279, -1.2684], [1.6789, 2.3837, 2.9998], [-0.0089, -0.5707, 5.1005], [0.0962, -5.7854, -7.1874], [-1.7571, -5.5276, -7.1423], [4.1076, -0.9908, 1.5799], [0.4666, 0.6684, -4.2918], [-3.9315, 2.0398, -0.2782], [0.4676, 3.8540, 0.8566], [-2.8358, 2.0478, -0.2475], [-0.2985, -2.0216, -4.2935], [0.0014, -1.3717, -5.4959], [-2.3944, -1.7156, -0.7054], [-1.1702, 1.1298, 5.7100], [1.6628, 1.5265, 3.6824], [-4.2395, 0.6149, 1.7914], [2.6051, -1.7790, 2.1518], [-2.4997, 2.8738, 0.3867], [1.1960, -0.9918, 5.8394], [-0.0096, 0.2641, 0.7621], [2.4180, -1.4804, -0.8863], [0.2400, 2.3614, 1.8685], [-2.7879, 0.2616, 2.7726], [0.0825, 1.2576, -1.5885], [-1.1534, 2.7900, 2.9816], [0.7951, 1.7091, -4.2928], [0.6680, 0.4878, -6.4162], [0.9770, -0.9365, 6.9061], [-0.3905, 4.0086, 0.1898], [-0.9835, -0.1881, 6.9014], [1.5988, 3.3075, 3.5870], [-0.3993, -1.8509, -2.1389], [4.2606, 0.8994, -0.1981], [0.0006, -0.5049, 3.7996], [3.4706, -1.7882, -0.9159], [-2.2701, 0.4247, 0.3853], [-0.2234, -1.3263, -3.0806], [-3.9296, -0.8119, -0.8787], [-3.5500, -1.0305, 1.8165], [-2.4516, 2.1993, -1.2643], [-3.3095, 0.0391, 1.8346], [-1.1204, 0.0399, 5.8437], [-0.7787, 3.5625, 3.6716]]}

[11]
{"formula": "C6H14O", "method": "ωB97M-V/def2-TZVPD", "e_tot_ev": -8494.893, "gap_ev": 9.8, "e_above_lowest_kcal_mol": 46.1, "mol_weight_g_mol": 102.18, "smiles": "C/C=C/CCC.O", "largest_force_ev_per_a": 3.714, "symbols": ["C", "H", "H", "H", "H", "C", "H", "H", "H", "H", "H", "H", "C", "H", "C", "H", "C", "C", "H", "O", "H"], "xyz": [[1.3678, -0.2492, -1.3250], [-0.0791, -5.1515, 1.4903], [-0.8088, -4.7681, 2.8794], [-1.6385, 3.3633, -0.6378], [-1.5369, 1.1138, 1.5255], [-1.0645, 0.3411, -0.6927], [-0.1233, 2.6556, -0.0807], [3.3434, 0.5470, -0.8485], [-1.4225, 3.2370, 1.1058], [-1.3365, 0.8465, -1.6196], [0.7058, 0.4910, 0.5782], [3.1975, -1.2139, -1.3831], [2.7765, -0.4007, -0.7976], [-2.7474, 1.2015, 0.3222], [-1.1828, 2.7308, 0.1689], [-1.6145, -0.6021, -0.5325], [0.3966, 0.1033, -0.4551], [-1.6729, 1.2560, 0.4678], [1.1597, -0.3898, -2.3927], [-0.6405, -4.5022, 1.9534], [2.9207, -0.6095, 0.2739]]}

[12]
{"formula": "C17H21N3O2S", "method": "ωB97M-V/def2-TZVPD", "e_tot_ev": -37371.696, "gap_ev": 9.0, "e_above_lowest_kcal_mol": 10.9, "mol_weight_g_mol": 331.44, "smiles": "CCCc1cc(=O)[nH]c(SCC(=O)N(C)Cc2ccccc2)n1", "largest_force_ev_per_a": 0.650, "symbols": ["O", "C", "C", "C", "S", "C", "H", "N", "C", "C", "H", "N", "H", "O", "N", "H", "C", "C", "H", "H", "H", "H", "H", "C", "H", "H", "C", "H", "H", "H", "H", "C", "H", "H", "H", "C", "H", "C", "C", "H", "C", "C", "H", "C"], "xyz": [[-1.2969, 1.9610, 1.7360], [-2.5400, -2.4702, 0.4257], [-3.7118, 1.0993, 0.8272], [4.0617, -1.6467, -0.6779], [0.3294, 1.5183, -1.3411], [-3.6159, -3.0548, -0.2225], [4.6153, -0.0334, -1.9794], [2.2244, -0.0930, -0.7465], [-4.7812, -0.9590, -0.1694], [2.0280, 0.1134, 2.0570], [5.3899, 0.5980, 0.3114], [1.1957, 0.8026, 1.1450], [-1.7546, -0.6800, 1.2945], [1.8605, 0.2703, 3.2456], [-2.7379, 1.8117, 0.0094], [3.6711, -1.2801, 2.0448], [-3.7077, -0.3674, 0.4807], [-4.7376, -2.2992, -0.5152], [4.5377, -2.3438, 0.0125], [5.7505, -1.3890, -1.9840], [-0.9544, 3.4895, -1.0670], [-3.5810, -4.0989, -0.4954], [0.2142, 3.3137, 0.2661], [-0.5288, 2.7989, -0.3431], [-3.2752, 3.0303, -1.6160], [3.5365, -2.2088, -1.4521], [3.0033, -0.7221, 1.4094], [-5.5805, -2.7520, -1.0161], [-5.6619, -0.3739, -0.3971], [-4.6986, 1.5407, 0.6651], [-2.2393, 1.6418, -2.0265], [-1.5685, 2.1613, 0.5584], [6.7389, 0.5696, -0.8253], [0.4381, 1.3448, 1.5763], [6.5117, -0.7624, 0.3090], [-3.0557, 1.9834, -1.3895], [-3.9349, 1.3858, -1.6184], [5.1229, -0.7631, -1.3466], [1.3457, 0.6650, -0.1821], [-3.4179, 1.2426, 1.8700], [3.0618, -0.8079, 0.0536], [-2.5864, -1.1342, 0.7769], [-1.6648, -3.0572, 0.6611], [5.9943, -0.0449, -0.3246]]}